Record 1
135
Properties=species:S:1:pos:R:3 method="wB97M-V/def2-TZVPD" charge=+1 homo_energy_ev=-9.11 relative_energy_kcal_mol=31.9 max_force_ha_per_bohr=0.064
Ca 0.34090 0.99825 0.18647
C 0.43389 -2.24282 2.77390
C 1.65765 -1.36974 2.81047
C 1.96886 -0.60264 3.93030
C 3.12790 0.16009 3.97164
C 4.00871 0.15411 2.89810
C 3.70889 -0.60820 1.77861
C 2.53878 -1.34866 1.72970
H 0.71306 -3.29034 2.90957
H -0.08081 -2.15420 1.81549
H -0.26481 -1.97315 3.56363
H 1.30629 -0.61265 4.78760
H 3.36170 0.73632 4.85923
H 4.92834 0.72649 2.94598
H 4.40400 -0.66748 0.95090
H 2.31927 -1.94017 0.84774
C -4.83699 -1.59971 -1.23005
C -4.38797 -0.37441 -2.02982
C -4.31504 0.86765 -1.14137
C -5.41026 -0.14638 -3.14218
N -3.04642 -0.58692 -2.64600
C -2.78167 -0.34861 -3.98646
C -1.46509 -0.51613 -4.18576
N -0.88944 -0.84331 -2.97612
B 0.61588 -1.02564 -2.72183
N 0.90671 -2.54525 -2.59393
C -0.06824 -3.50853 -2.74985
C 0.43250 -4.68744 -2.35002
N 1.74156 -4.47705 -1.95034
C 2.01449 -3.14916 -2.09439
S 3.49162 -2.38070 -1.71012
C 2.60825 -5.54901 -1.37855
C 3.94666 -5.62029 -2.11949
C 2.80771 -5.27249 0.11253
C 1.90875 -6.89540 -1.56208
N 1.34261 -0.42804 -3.93740
C 2.04135 -1.07138 -4.93355
C 2.46681 -0.13867 -5.80607
N 2.03941 1.10372 -5.34941
C 1.32861 0.90680 -4.19195
S 0.60650 2.03863 -3.15942
C 2.27282 2.39090 -6.06500
C 0.91878 2.97337 -6.47764
C 3.10543 2.11488 -7.31448
C 3.05332 3.36699 -5.17774
C -1.85892 -0.87874 -2.02863
S -1.55205 -1.32923 -0.42514
H -5.79391 -1.38589 -0.75350
H -4.11920 -1.85309 -0.46000
H -4.96156 -2.46026 -1.89086
H -5.30947 1.10494 -0.76105
H -3.94848 1.72384 -1.71218
H -3.64931 0.70008 -0.29713
H -6.40057 -0.08538 -2.69471
H -5.41383 -0.97718 -3.84964
H -5.22944 0.78628 -3.67827
H -3.54057 -0.09279 -4.69964
H -0.89848 -0.43510 -5.09594
H 0.96893 -0.45006 -1.71540
H -1.04778 -3.26995 -3.12191
H -0.05082 -5.64393 -2.32266
H 4.54473 -4.73220 -1.95630
H 3.77396 -5.73575 -3.19125
H 4.50947 -6.48491 -1.76776
H 3.40744 -4.37536 0.26327
H 3.32605 -6.11287 0.57484
H 1.84516 -5.14077 0.61047
H 1.69274 -7.08424 -2.61443
H 0.98749 -6.95946 -0.98225
H 2.57373 -7.68200 -1.21092
H 2.18120 -2.13809 -4.94142
H 3.02374 -0.26852 -6.71432
H 0.37237 2.25258 -7.08891
H 1.06835 3.88117 -7.06211
H 0.32240 3.21883 -5.60166
H 2.56416 1.49332 -8.02906
H 4.05741 1.64150 -7.06825
H 3.32439 3.06750 -7.79331
H 2.53651 3.56286 -4.24401
H 3.17191 4.31369 -5.70553
H 4.05192 2.97626 -4.95854
N 3.67469 0.93157 -2.53148
C 4.51728 1.48792 -1.42486
P 3.33477 2.56435 -0.50279
O 3.02524 3.70103 -1.42097
O 2.25590 1.67117 0.02946
C 4.19556 3.42753 0.92453
N 3.74812 4.83763 0.77461
H 3.42056 -0.14203 -2.37324
H 4.13162 0.99964 -3.43714
H 2.77834 1.45004 -2.60987
H 5.32502 2.08266 -1.84507
H 4.93106 0.68406 -0.81965
H 5.27914 3.34808 0.86274
H 3.85200 3.00268 1.86542
H 3.51637 4.91010 -0.25690
H 4.39830 5.55221 1.08123
H 2.76812 4.92897 1.21064
S 0.74266 4.74126 1.22497
C 0.08933 4.20674 2.67438
N -1.21635 4.08820 2.90789
C -1.51997 3.59012 4.24608
C -0.11844 3.34936 4.83669
N 0.75880 3.88504 3.79359
H -1.89836 4.13751 2.17167
H -2.10670 2.67347 4.19946
H -2.08291 4.33478 4.80992
H 0.07251 2.28699 4.99754
H 0.03669 3.88440 5.77241
H 1.74722 3.72177 3.79553
C -5.23492 0.99648 7.20249
C -4.87057 -0.27250 6.41192
C -3.89341 -1.09272 7.25736
C -6.13046 -1.11878 6.18659
C -4.26311 0.16152 5.07762
C -5.05682 0.85473 4.15820
C -4.55991 1.36229 2.96287
C -3.21930 1.16369 2.70916
O -2.44562 1.59668 1.66184
B -1.12044 1.13129 1.87907
O -1.13656 0.43835 3.11390
C -2.42010 0.45951 3.59691
C -2.91555 -0.05266 4.77932
H -5.62355 0.73133 8.18808
H -5.99247 1.58376 6.68282
H -4.35168 1.62444 7.33618
H -4.38037 -1.38296 8.18905
H -3.00389 -0.51446 7.51391
H -3.58698 -2.00476 6.74136
H -6.56511 -1.40178 7.14712
H -5.88520 -2.03016 5.63861
H -6.88936 -0.57603 5.62401
H -6.10418 1.01271 4.38044
H -5.19291 1.89334 2.26368
H -2.26506 -0.61137 5.43803

Record 2
134
Properties=species:S:1:pos:R:3 method="wB97M-V/def2-TZVPD" charge=-1 homo_energy_ev=-2.04 relative_energy_kcal_mol=109.3 max_force_ha_per_bohr=0.107
N 1.92776 -0.56295 -4.66331
C 2.42518 -0.41285 -3.38056
C 3.92717 0.21169 -3.03780
N 3.91549 1.73758 -2.87438
C 3.41540 1.95905 -1.46437
C 3.40403 3.52264 -0.97166
C 3.11390 3.55344 0.67554
C 1.66482 2.90269 1.08240
C 1.68702 1.29315 1.38673
N 2.90844 0.79556 2.12966
H 0.96489 -0.98652 -4.50756
H 1.73646 -0.72291 -2.45734
H 4.25986 -0.31702 -2.02292
H 4.70254 -0.15067 -3.85419
H 2.28527 1.57872 -1.41195
H 4.01547 1.34909 -0.63895
H 2.54140 4.07277 -1.56724
H 4.39574 4.11265 -1.21375
H 4.02732 3.14841 1.29972
H 3.04079 4.71679 0.93673
H 1.22764 3.46936 2.01638
H 0.92719 3.11100 0.16922
H 0.74171 1.07566 2.08469
H 1.55124 0.61519 0.41352
H 2.83578 -0.26550 2.13291
H 3.78316 0.99804 1.57624
O -1.04816 -1.50414 -5.35543
C -1.01284 -1.56040 -6.57353
O -1.95152 -1.00847 -7.39720
C -1.65406 -1.35961 -8.74775
C -0.18631 -1.69804 -8.75669
C 0.02779 -2.27588 -7.38059
H -2.27906 -2.21246 -9.03271
H -1.88248 -0.51689 -9.40673
H 0.09371 -2.37832 -9.56537
H 0.40524 -0.78089 -8.86590
H -0.17547 -3.35004 -7.35414
H 1.03203 -2.06207 -7.00748
O -7.14670 1.03406 -4.21671
C -5.99456 0.72670 -4.47418
O -5.41777 -0.46018 -4.12372
C -4.03793 -0.43527 -4.48593
C -3.92830 0.61195 -5.56306
C -4.99725 1.60090 -5.17225
H -3.44835 -0.18218 -3.59852
H -3.73291 -1.42274 -4.84437
H -2.93025 1.05220 -5.63547
H -4.17479 0.17034 -6.53632
H -4.62214 2.34835 -4.46768
H -5.43899 2.08127 -6.04833
O -5.57532 -0.08787 -9.67036
C -6.69668 0.11682 -9.23584
O -7.84104 -0.00462 -9.97061
C -8.95205 0.41498 -9.17981
C -8.49509 0.28370 -7.75052
C -7.01959 0.57864 -7.84709
H -9.19844 1.44868 -9.44420
H -9.81660 -0.22082 -9.39178
H -9.02986 0.94644 -7.06499
H -8.64166 -0.74771 -7.40740
H -6.81275 1.64962 -7.76941
H -6.44897 0.01862 -7.10265
O 2.11877 -1.19548 8.36517
C 2.54894 -0.82920 7.28397
O 1.93022 -1.06394 6.08971
C 2.76288 -0.59411 5.03060
C 3.67230 0.42686 5.66266
C 3.84204 -0.10430 7.06354
H 3.31585 -1.44429 4.61760
H 2.14429 -0.15659 4.24160
H 4.61597 0.55395 5.12554
H 3.16905 1.40078 5.69773
H 4.66785 -0.81796 7.13088
H 3.96882 0.70464 7.78669
O 6.44070 4.41423 0.17113
C 7.16604 4.98105 -0.62936
O 8.18820 5.81772 -0.28387
C 8.74934 6.38483 -1.46679
C 8.37618 5.43815 -2.57741
C 7.04261 4.90277 -2.12093
H 8.32383 7.38345 -1.61123
H 9.83373 6.47447 -1.35418
H 8.34220 5.91818 -3.55902
H 9.10353 4.61866 -2.62644
H 6.21553 5.54048 -2.44510
H 6.88989 3.87246 -2.45041
O 0.39316 -3.24503 3.08236
C -0.61031 -3.18480 3.77345
O -1.79369 -2.63877 3.36645
C -2.71012 -2.63879 4.46004
C -2.20901 -3.70480 5.39889
C -0.71619 -3.65003 5.19420
H -2.70579 -1.64476 4.91944
H -3.71844 -2.85674 4.09616
H -2.51469 -3.54337 6.43602
H -2.58718 -4.68479 5.08324
H -0.24259 -2.91247 5.84805
H -0.25734 -4.63310 5.32242
O 7.11110 -1.81352 6.70005
C 7.11666 -2.51650 7.69703
O 6.61257 -3.78438 7.74779
C 6.68634 -4.26428 9.08945
C 7.75618 -3.43499 9.75024
C 7.62823 -2.10830 9.04530
H 5.70723 -4.13266 9.56186
H 6.93852 -5.32871 9.08698
H 7.63958 -3.36709 10.83511
H 8.74237 -3.86765 9.54229
H 6.88988 -1.46116 9.52683
H 8.59303 -1.60233 8.96434
O -4.07190 2.22220 7.50054
C -2.91976 1.91485 7.24307
O -2.34297 0.72797 7.59353
C -0.96313 0.75288 7.23132
C -0.85350 1.80010 6.15419
C -1.92245 2.78905 6.54500
H -0.37355 1.00597 8.11873
H -0.65811 -0.23459 6.87288
H 0.14455 2.24035 6.08178
H -1.09999 1.35848 5.18093
H -1.54734 3.53650 7.24957
H -2.36420 3.26942 5.66891
O -8.20297 -4.18292 0.38164
C -8.00808 -3.63046 -0.68840
O -7.31047 -2.46635 -0.83795
C -7.37392 -2.05440 -2.20252
C -7.68564 -3.30533 -2.98157
C -8.53050 -4.09502 -2.01409
H -8.15776 -1.29626 -2.30246
H -6.41688 -1.61617 -2.50028
H -8.18243 -3.10624 -3.93483
H -6.75852 -3.85271 -3.19094
H -9.58966 -3.83441 -2.09210
H -8.38558 -5.17044 -2.14011

Record 3
132
Properties=species:S:1:pos:R:3 method="wB97M-V/def2-TZVPD" charge=-1 homo_energy_ev=-4.91 relative_energy_kcal_mol=69.1 max_force_ha_per_bohr=0.071
C 8.12447 -0.18790 2.69530
C 7.56046 -0.41110 1.61715
C 6.60167 -0.88456 0.48222
O 5.33395 -1.32734 0.96299
B 4.33739 -1.36043 -0.16878
C 4.54509 -2.90987 -0.72066
C 3.56987 -3.27556 -1.92266
C 3.08808 -4.77850 -1.89898
F 2.76810 -5.11381 -3.24821
Br 4.52046 -6.04170 -1.35060
C 1.75684 -4.99406 -1.07414
F 1.85341 -4.61969 0.23993
F 1.38605 -6.34390 -1.12083
Br 0.29178 -4.03796 -2.02816
C 2.84333 -1.19263 0.47642
O 2.27917 0.16734 0.32353
C 0.88259 -0.00729 0.33647
C 0.19413 -0.74146 1.43996
C -1.27031 -0.93776 1.48526
C -1.91688 -1.68826 2.69914
C -2.13710 -0.41731 0.39949
C -1.46646 0.32006 -0.70999
C 0.01808 0.53895 -0.75340
C 0.57465 1.36519 -1.95635
C 1.05645 2.78468 -1.36100
C 1.79083 0.70180 -2.71076
O 4.84183 -0.25595 -1.01597
C 6.10764 0.23177 -0.55621
B 6.05346 1.56415 0.42755
C 4.97389 1.78428 1.59348
O 7.06946 2.56599 0.24138
N 7.01266 0.68612 -1.63753
C 6.28649 1.42637 -2.71423
C 7.70538 -0.39645 -2.30552
C 9.09789 -0.00536 -2.97116
O 7.31616 -1.54462 -2.44228
H 8.58403 0.00378 3.68308
H 7.13094 -1.79551 0.06442
H 4.36606 -3.57379 0.17249
H 5.60948 -2.98254 -1.09134
H 2.71475 -2.54855 -2.00275
H 4.18127 -3.17038 -2.86956
H 2.85975 -1.39865 1.58742
H 2.14708 -1.97077 0.03192
H 0.82743 -1.15873 2.26457
H -1.23841 -2.48202 3.11436
H -2.16352 -0.96343 3.52855
H -2.85653 -2.18351 2.30758
H -3.24672 -0.50996 0.35929
H -2.11085 0.72561 -1.53617
H -0.24691 1.59727 -2.69890
H 2.16240 2.67770 -1.17820
H 0.54210 2.88512 -0.36504
H 0.78547 3.64946 -2.01588
H 1.50469 -0.14115 -3.39942
H 2.61149 0.33344 -2.03701
H 2.25694 1.50540 -3.36176
H 5.55894 2.10770 2.51203
H 4.38682 0.87312 1.87160
H 4.27000 2.60710 1.28403
H 7.89479 2.10591 0.49182
H 6.94844 2.25756 -3.11115
H 5.28915 1.82014 -2.40292
H 6.17049 0.71336 -3.58924
H 9.30332 1.10088 -2.85257
H 8.98551 -0.16138 -4.08841
H 9.93952 -0.64832 -2.61391
C -3.08853 -5.61791 -2.82936
C -4.54700 -5.69814 -3.23047
C -5.25243 -5.49800 -1.90086
O -4.40442 -4.65959 -1.10345
C -3.12033 -4.56191 -1.74152
H -2.42000 -5.36175 -3.65142
H -2.76479 -6.57583 -2.41120
H -4.79040 -4.87538 -3.90970
H -4.81776 -6.63515 -3.71906
H -5.37911 -6.44841 -1.37001
H -6.23279 -5.02799 -2.01328
H -3.03128 -3.55440 -2.16292
H -2.33278 -4.69949 -1.00151
C -0.35544 6.99985 1.27950
C -1.07344 7.22276 -0.03664
C -0.32389 6.28393 -0.96531
O 0.13079 5.18632 -0.16567
C -0.04335 5.51548 1.21803
H -0.94535 7.27517 2.15479
H 0.57405 7.57713 1.29810
H -2.11755 6.90646 0.05190
H -1.05923 8.25936 -0.37608
H 0.55629 6.77176 -1.39875
H -0.94989 5.90973 -1.77841
H -0.87763 4.91800 1.60325
H 0.85875 5.25202 1.77376
C -5.89456 2.48996 0.18765
C -5.18958 3.78838 0.52656
C -3.83526 3.59001 -0.12998
O -4.04832 2.75263 -1.27345
C -5.37029 2.20332 -1.20743
H -6.98249 2.55615 0.22809
H -5.57382 1.70282 0.87662
H -5.71306 4.62837 0.05870
H -5.11929 3.98460 1.59716
H -3.13980 3.07312 0.53999
H -3.37934 4.53136 -0.44556
H -5.97951 2.70073 -1.97068
H -5.33549 1.13541 -1.43179
C 0.97719 1.85734 5.86196
C 1.18234 2.79380 4.68863
C 0.63701 1.97452 3.53316
O -0.39989 1.13762 4.07261
C -0.33569 1.18669 5.50222
H 0.94618 2.36292 6.82840
H 1.78086 1.11543 5.88961
H 0.57869 3.69733 4.82475
H 2.22006 3.09597 4.54328
H 1.40751 1.32354 3.10858
H 0.22850 2.59591 2.73380
H -1.19109 1.77392 5.85708
H -0.41563 0.17535 5.90720
C -9.44125 -3.98009 -0.02534
C -8.36039 -3.70748 1.00285
C -7.63866 -2.52173 0.39092
O -8.61390 -1.78628 -0.36266
C -9.80178 -2.57719 -0.48170
H -10.29526 -4.53159 0.37000
H -9.02346 -4.54951 -0.86125
H -8.81763 -3.41733 1.95391
H -7.70269 -4.55752 1.18660
H -6.85524 -2.84694 -0.30135
H -7.18970 -1.87056 1.14334
H -10.56741 -2.13397 0.16518
H -10.15921 -2.54913 -1.51305